[1]
DFT (ωB97M-V/def2-TZVPD) results for C11H11N in the gas phase.

Atoms and positions in Å:
C: -3.71122 0.06101 0.31190
C: -1.46285 -0.26235 -0.21131
C: -1.08586 1.18285 -0.21936
C: 0.15986 1.73029 -0.23894
C: 1.29859 0.87180 -0.18904
C: 2.66942 1.29811 -0.17049
C: 3.53586 0.23495 -0.04814
C: 3.10142 -1.19424 0.06031
C: 1.84027 -1.56902 0.03712
C: 0.95747 -0.48173 -0.18055
C: -0.30955 -1.14396 -0.39598
H: -3.34233 0.16549 1.56057
H: -4.84763 -0.34062 0.39484
H: -3.90944 1.21014 0.13657
H: -2.75958 -1.63633 -0.21984
H: -1.86575 1.85961 -0.10534
H: 0.12854 2.83457 0.22912
H: 3.18338 2.35766 -0.25946
H: 4.64050 0.49131 0.07493
H: 3.69979 -2.10887 0.39348
H: 1.37290 -2.60814 0.03332
H: -0.45361 -2.18076 -0.41835
N: -2.84016 -0.77180 -0.57534

Properties
**Highest occupied orbital energy**: -8.09 eV
**SMILES**: CNc1ccc2ccccc2c1
**Relative energy (zero: lowest compared OMol25 entry of this formula, charge and spin)**: 4.797 eV
**Charge**: 0


[2]
DFT (ωB97M-V/def2-TZVPD) results for C21H24N2O3 in the gas phase.

Atoms and positions in Å:
C: 0.24536 -1.80866 3.76285
C: 0.34158 -0.47578 3.05691
O: -0.20906 0.51835 3.49406
N: 1.03885 -0.42065 1.89357
C: 1.85511 -1.44746 1.25411
C: 2.48526 -0.68043 0.11530
C: 2.08526 0.57720 0.08852
C: 1.08575 0.85021 1.16324
H: 1.39914 1.65280 1.84254
C: -0.29101 1.23090 0.57319
C: -0.21274 2.53609 -0.16197
C: -0.10943 2.56533 -1.54700
C: -0.02110 3.77167 -2.21975
C: -0.02881 4.96243 -1.51398
C: -0.12788 4.94183 -0.13265
C: -0.22014 3.73606 0.53865
H: -0.30541 3.71884 1.61553
H: -0.13629 5.86851 0.42221
H: 0.04018 5.90383 -2.03870
H: 0.05417 3.78101 -3.29738
H: -0.10099 1.63748 -2.10294
H: -0.61499 0.44611 -0.11300
H: -0.99893 1.30755 1.40025
H: 2.38081 1.34043 -0.60686
H: 3.17582 -1.16724 -0.54766
C: 2.95579 -2.03613 2.14216
H: 3.51502 -1.23268 2.61561
H: 2.55613 -2.69654 2.90371
H: 3.62562 -2.61804 1.51482
C: 1.03667 -2.57461 0.58105
O: 1.56878 -3.57254 0.14753
N: -0.28214 -2.32021 0.48148
H: -0.63254 -1.44329 0.84005
C: -1.15315 -3.02303 -0.44486
C: -1.45723 -2.13193 -1.60356
C: -0.95209 -2.06485 -2.86588
C: -1.54329 -0.92616 -3.47013
C: -2.35984 -0.36929 -2.53194
O: -2.30984 -1.09643 -1.39284
C: -3.22617 0.83773 -2.56122
H: -2.87065 1.58136 -1.84757
H: -4.24884 0.57628 -2.29384
H: -3.21552 1.27082 -3.55657
H: -1.37966 -0.57214 -4.46725
H: -0.25291 -2.74285 -3.30983
H: -2.07372 -3.30601 0.07452
H: -0.62131 -3.91427 -0.78105
H: 0.24775 -2.64572 3.07179
H: -0.67471 -1.81237 4.34294
H: 1.07547 -1.90680 4.45946

Properties
**Highest occupied orbital energy**: -8.52 eV
**SMILES**: CC(=O)N1[C@H](Cc2ccccc2)C=C[C@]1(C)C(=O)NCc1ccc(C)o1
**Relative energy (zero: lowest compared OMol25 entry of this formula, charge and spin)**: 1.208 eV
**Charge**: 0


[3]
DFT (ωB97M-V/def2-TZVPD) results for a molecular structure, C6H12S.

Atoms and positions in Å:
C: -1.01902 -1.05167 1.62927
C: -0.89770 -0.22552 0.58273
C: -1.86014 0.27639 -0.37528
C: 1.06746 1.93560 0.61654
C: 1.28840 -1.52356 -1.72201
C: 0.90707 0.50723 0.11117
S: 1.19416 0.29399 -1.62110
H: -0.21950 -1.48703 2.21727
H: -2.08104 -1.36695 1.77335
H: -1.39029 0.27633 -1.40476
H: -2.70761 -0.34671 -0.23095
H: -2.07960 1.44087 -0.18167
H: 0.57354 2.73090 -0.02687
H: 0.62260 2.04979 1.56840
H: 2.12118 2.31854 0.54647
H: 1.84939 -1.74982 -2.66205
H: 0.16333 -1.84753 -1.86186
H: 1.73738 -1.76361 -0.84630
H: 1.55283 -0.27626 0.70822

Properties
**Highest occupied orbital energy**: -8.10 eV
**Relative energy (zero: lowest compared OMol25 entry of this formula, charge and spin)**: 2.743 eV
**Charge**: 0


[4]
DFT (ωB97M-V/def2-TZVPD) results for a molecular structure, C23H33FIrN3O4Te.

Atoms and positions in Å:
Ir: -3.91669 0.08100 0.35333
F: 2.22274 -0.98145 -2.94675
C: 2.01116 -0.84250 -1.62416
C: 0.72275 -0.75040 -1.18711
C: 0.44766 -0.65296 0.18049
C: -0.93790 -0.60908 0.63724
O: -1.85298 -0.59837 -0.23125
C: -1.11979 -0.58416 2.05914
C: -0.01397 -0.53379 2.86942
N: 1.25309 -0.52189 2.44208
C: 2.33429 -0.49172 3.41041
C: 2.22614 0.43849 4.57856
C: 3.20734 0.72857 3.48340
C: 1.51984 -0.62589 1.08052
C: 2.83513 -0.70297 0.60986
C: 3.11153 -0.82872 -0.74350
N: 4.44892 -0.91363 -1.17525
C: 4.81635 -0.75251 -2.58076
C: 6.34355 -0.68653 -2.68396
N: 6.88222 -0.10266 -1.41032
C: 6.68697 -1.06287 -0.25757
C: 5.36635 -1.80364 -0.47930
C: -2.43694 -0.64424 2.79430
O: -2.49178 -0.58209 3.99091
O: -3.50350 -0.81708 2.01908
H: -0.09104 -0.78323 -1.89784
H: -0.16043 -0.50735 3.94093
H: 2.78334 -1.46402 3.57289
H: 2.59342 0.07677 5.52703
H: 1.35651 1.07722 4.63948
H: 4.25989 0.58050 3.68060
H: 2.96681 1.54472 2.81572
H: 3.64815 -0.63927 1.31643
H: 4.38087 0.17190 -2.95764
H: 4.47461 -1.56832 -3.22279
H: 6.66466 -0.06678 -3.51749
H: 6.80505 -1.66721 -2.78240
H: 6.37632 0.76066 -1.20583
H: 7.86839 0.13959 -1.50871
H: 6.68034 -0.46330 0.65047
H: 7.54485 -1.73238 -0.24074
H: 4.96227 -2.10932 0.48071
H: 5.52956 -2.72218 -1.05460
C: -6.94315 -1.10722 -1.79678
Te: -6.13934 -1.69141 0.07815
C: -5.12523 -3.41942 -0.62665
H: -6.16992 -1.18127 -2.55598
H: -7.28345 -0.07902 -1.70827
H: -7.78110 -1.75822 -2.02932
H: -5.83202 -4.24130 -0.69683
H: -4.34392 -3.65959 0.08946
H: -4.69157 -3.19749 -1.59773
C: -3.67379 3.42356 0.19789
C: -4.55960 2.83589 -0.88699
C: -6.03322 3.09448 -0.61953
C: -4.14433 3.29817 -2.27286
O: -4.38838 1.39131 -0.88305
H: -3.77858 4.50928 0.20717
H: -2.62510 3.18683 0.01086
H: -3.95828 3.05339 1.18458
H: -6.24168 4.16340 -0.66650
H: -6.31651 2.73988 0.37269
H: -6.64976 2.59701 -1.36784
H: -4.30006 4.37264 -2.37163
H: -4.73696 2.79591 -3.03618
H: -3.09012 3.08633 -2.44970

Properties
**2S+1**: 5
**Highest occupied orbital energy (alpha / beta)**: -12.18 / -13.67 eV
**Relative energy (zero: lowest compared OMol25 entry of this formula, charge and spin)**: 0.133 eV
**Charge**: +2


[5]
DFT (ωB97M-V/def2-TZVPD) results for a molecular structure, C3H6ClN.

Atoms and positions in Å:
C: 0.14653 -0.05541 0.61243
C: -0.99346 -0.94907 0.20336
C: -0.95619 0.98496 0.26553
H: 0.43808 -0.14782 1.61880
H: -1.44092 -1.02768 1.25114
H: -0.51088 -1.79257 -0.28657
H: -2.32932 0.24203 -0.71679
H: -0.69904 1.78848 -0.35538
H: -1.59116 1.29459 0.91990
N: -1.48307 -0.09106 -0.78712
Cl: 1.60785 0.02338 -0.20054

Properties
**Highest occupied orbital energy**: -9.88 eV
**Relative energy (zero: lowest compared OMol25 entry of this formula, charge and spin)**: 2.885 eV
**Charge**: 0


[6]
DFT (ωB97M-V/def2-TZVPD) results for a molecular structure, C44H41AsCoNOS2Si2.

Atoms and positions in Å:
Co: 13.92688 -14.30752 3.58468
S: 16.10915 -13.57248 2.99030
C: 15.62960 -12.25576 1.88977
C: 16.35722 -11.87716 0.74158
C: 15.85030 -10.87775 -0.09935
C: 14.70291 -10.16988 0.28677
C: 14.04453 -10.46070 1.51404
C: 14.55217 -11.49799 2.30741
As: 13.85151 -12.06181 4.00647
C: 12.35482 -10.77568 4.26384
C: 12.48164 -9.56677 4.92524
C: 11.41369 -8.64992 4.88647
C: 10.16571 -8.98394 4.41767
C: 10.01922 -10.24480 3.82561
C: 11.10865 -11.12030 3.74533
C: 15.21670 -11.41824 5.28705
C: 16.17267 -10.46769 5.01127
C: 17.18216 -10.22235 5.97763
C: 17.22130 -10.92866 7.18762
C: 16.18152 -11.81049 7.48787
C: 15.18323 -12.03795 6.52936
H: 17.22694 -12.43583 0.48530
H: 16.43189 -10.58676 -0.96300
H: 14.30009 -9.35585 -0.28666
H: 13.15650 -9.94996 1.85517
H: 13.39063 -9.25927 5.41149
H: 11.55843 -7.65266 5.29371
H: 9.29662 -8.35254 4.50585
H: 9.10290 -10.53248 3.29274
H: 10.98140 -12.07898 3.29702
H: 16.12766 -9.92109 4.07903
H: 17.92170 -9.47540 5.75410
H: 18.07343 -10.88140 7.86187
H: 16.16145 -12.37495 8.43283
H: 14.37537 -12.73569 6.79138
C: 10.31527 -16.19380 8.05222
Si: 11.67522 -14.91805 8.21679
C: 10.97586 -13.26601 7.56115
C: 12.19723 -14.78975 10.02963
C: 13.22201 -15.31134 7.23595
C: 14.41065 -15.62571 7.89544
C: 15.57572 -15.97434 7.19028
C: 15.60838 -15.77641 5.80219
N: 14.44444 -15.45719 5.20965
C: 13.28922 -15.17633 5.86413
S: 12.05645 -14.70269 4.76312
H: 9.42180 -15.73758 8.38480
H: 10.47324 -17.09077 8.63383
H: 10.20841 -16.44201 7.01888
H: 10.22751 -12.84909 8.22663
H: 10.52714 -13.37879 6.57997
H: 11.74000 -12.51679 7.46113
H: 11.33090 -14.50842 10.62209
H: 12.91681 -14.01889 10.22867
H: 12.50568 -15.75385 10.37013
H: 14.38872 -15.57971 8.98668
H: 16.40582 -16.39311 7.75894
H: 16.47304 -15.89633 5.19293
O: 13.65992 -15.48100 1.91506
Si: 14.65957 -16.25371 0.93549
C: 14.22181 -18.08542 0.91610
C: 12.99655 -18.44568 1.46688
C: 12.58927 -19.77330 1.57964
C: 13.43330 -20.78001 1.08572
C: 14.63060 -20.42637 0.43429
C: 15.05385 -19.09193 0.42451
C: 16.50644 -16.28889 1.21249
C: 17.02450 -17.10084 2.21033
C: 18.38541 -17.09897 2.49606
C: 19.25403 -16.32523 1.70201
C: 18.73799 -15.58941 0.65023
C: 17.35957 -15.54585 0.45283
C: 14.45450 -15.49238 -0.78040
C: 14.83273 -16.18101 -1.93478
C: 14.56620 -15.64065 -3.20756
C: 14.02570 -14.34248 -3.30956
C: 13.72897 -13.63368 -2.15550
C: 13.94865 -14.19104 -0.88946
H: 12.35971 -17.64034 1.78907
H: 11.63084 -19.99560 2.03997
H: 13.14050 -21.84223 1.16689
H: 15.23918 -21.17413 -0.00858
H: 16.01789 -18.80236 -0.03289
H: 16.39835 -17.76353 2.78524
H: 18.74489 -17.76210 3.30288
H: 20.32439 -16.27742 1.89433
H: 19.39083 -15.09969 -0.06401
H: 16.99363 -14.96786 -0.38029
H: 15.22056 -17.18528 -1.82547
H: 14.71369 -16.25077 -4.10786
H: 13.80343 -13.90969 -4.26639
H: 13.33075 -12.62555 -2.20138
H: 13.66752 -13.67759 0.02793

Properties
**2S+1**: 5
**Highest occupied orbital energy (alpha / beta)**: -7.37 / -7.72 eV
**Charge**: 0


[7]
DFT (ωB97M-V/def2-TZVPD) results for a molecular structure, C6H12N2.

Atoms and positions in Å:
C: -1.40642 1.58723 1.31085
C: -0.67755 0.86407 0.20561
C: -1.00455 -0.64367 -0.13438
C: 0.42003 -1.05657 -0.38136
C: 1.81654 -1.62975 0.01325
C: 1.22531 -0.46306 0.68823
H: -1.15639 2.65133 1.72773
H: -1.50976 0.93249 2.19931
H: -2.51842 1.82298 0.80591
H: -0.72466 1.12720 -0.92217
H: -1.52801 -0.78577 -1.22703
H: -1.42902 -1.17773 0.57766
H: 0.30818 -1.37258 -2.57911
H: 0.05301 0.51694 -2.06877
H: 2.15500 -2.46221 0.76797
H: 2.57469 -1.27929 -0.92982
H: 0.53835 -0.54830 1.60154
H: 1.24653 1.33226 -0.38330
N: 0.83038 -0.42956 -1.78885
N: 0.78677 1.01400 0.51671

Properties
**Highest occupied orbital energy**: -8.28 eV
**Relative energy (zero: lowest compared OMol25 entry of this formula, charge and spin)**: 8.891 eV
**Charge**: 0